Record 1
{
  "formula": "C32H40Cl2CuNO3SSi",
  "method": "ωB97M-V/def2-TZVPD",
  "species": ["Cu", "S", "C", "C", "C", "C", "C", "C", "N", "C", "C", "C", "C", "C", "C", "C", "H", "H", "H", "H", "H", "H", "H", "H", "C", "O", "C", "C", "C", "C", "C", "C", "O", "C", "O", "C", "H", "H", "H", "H", "H", "H", "H", "H", "H", "Cl", "C", "Cl", "H", "H", "C", "Si", "C", "C", "C", "C", "C", "C", "C", "C", "H", "H", "H", "H", "H", "H", "H", "H", "H", "H", "H", "H", "H", "H", "H", "H", "H", "H", "H", "H", "H"],
  "xyz": [[0.681521, -0.619250, -0.516961], [5.639937, -0.164988, -0.659685], [5.501592, 1.230146, 0.349878], [6.410521, 2.264161, 0.564393], [6.047995, 3.293445, 1.416892], [4.797204, 3.290307, 2.042494], [3.896603, 2.259994, 1.828403], [4.247823, 1.214018, 0.974687], [3.442087, 0.127511, 0.664447], [3.989759, -0.670511, -0.179012], [3.395862, -1.926736, -0.700946], [4.256837, -2.919549, -1.187296], [3.783647, -4.180179, -1.501465], [2.433126, -4.448089, -1.289900], [1.585427, -3.432754, -0.862220], [1.999925, -2.112827, -0.607831], [7.376941, 2.264403, 0.074765], [6.734647, 4.112812, 1.591429], [4.529898, 4.107191, 2.701062], [2.912218, 2.258911, 2.286255], [5.319823, -2.714786, -1.289571], [4.456829, -4.948867, -1.868262], [2.038159, -5.445331, -1.474542], [0.548078, -3.684281, -0.717914], [-4.442741, 3.746886, 0.201631], [-3.318459, 4.587357, -0.006080], [-2.135936, 3.958492, -0.194739], [-1.081718, 4.762712, -0.660165], [0.114190, 4.155451, -0.929574], [0.336216, 2.769065, -0.775157], [1.592646, 2.200242, -1.244280], [2.732198, 3.125119, -1.637052], [1.793514, 1.003056, -1.378383], [-0.714400, 1.961503, -0.221240], [-0.615383, 0.717080, 0.098256], [-1.951334, 2.622486, 0.049302], [-5.316904, 4.390610, 0.167871], [-4.405431, 3.248273, 1.172654], [-4.514372, 2.987381, -0.578138], [-1.234830, 5.824285, -0.803815], [0.923565, 4.773996, -1.303849], [2.491166, 3.659913, -2.560406], [3.618293, 2.513402, -1.803542], [2.940961, 3.857737, -0.855444], [-2.739453, 2.016340, 0.467919], [0.652046, 1.279132, 2.852767], [1.484706, 0.431209, 4.143925], [1.774351, 1.450066, 5.578905], [2.441991, 0.102659, 3.763746], [0.872670, -0.405652, 4.443729], [-1.660510, -3.280716, -2.004618], [-1.792497, -1.827481, -0.749635], [-2.052239, -2.529668, 1.056637], [-0.765606, -3.180649, 1.578136], [-2.419573, -1.413922, 2.052748], [-3.160960, -3.598597, 1.062496], [-3.446005, -0.994905, -1.396414], [-4.246149, -0.267084, -0.305014], [-4.426386, -1.983098, -2.044669], [-3.020312, 0.034047, -2.454109], [-2.043098, -4.239255, -1.614621], [-0.640105, -3.441781, -2.347544], [-2.248545, -3.033962, -2.894188], [0.094027, -2.507614, 1.508038], [-0.512416, -4.095965, 1.032103], [-0.905866, -3.455689, 2.635429], [-1.758010, -0.547289, 1.943199], [-2.312765, -1.796636, 3.079695], [-3.451416, -1.079239, 1.941298], [-2.915384, -4.432757, 0.394755], [-4.127564, -3.185774, 0.743486], [-3.291445, -4.010872, 2.076325], [-4.755849, -0.977357, 0.354093], [-5.020456, 0.367781, -0.766511], [-3.613678, 0.366747, 0.317678], [-4.695078, -2.803528, -1.366962], [-4.039189, -2.423678, -2.965483], [-5.351515, -1.446592, -2.308694], [-2.415864, 0.835309, -2.013379], [-3.909005, 0.487924, -2.923410], [-2.420535, -0.431281, -3.248777]],
  "forces_ev_per_a": [[-0.55, -0.63, 0.26], [-0.17, -0.18, -0.18], [0.05, -0.03, -0.05], [-0.02, -0.03, 0.01], [-0.03, -0.06, -0.06], [-0.05, -0.10, -0.02], [-0.11, 0.10, 0.07], [-0.11, -0.14, -0.08], [-0.07, 0.06, 0.34], [0.37, 0.05, -0.19], [0.04, 0.28, 0.20], [0.14, 0.07, 0.14], [-0.14, -0.02, 0.03], [0.08, 0.06, 0.00], [0.23, -0.01, -0.08], [-0.21, -0.08, -0.12], [-0.03, 0.00, 0.00], [0.00, -0.03, 0.00], [-0.02, -0.01, -0.01], [0.19, 0.04, -0.06], [-0.05, -0.01, 0.05], [-0.05, 0.08, 0.02], [0.04, 0.11, 0.02], [-0.07, 0.01, -0.09], [-0.02, 0.15, 0.06], [-0.51, 0.06, 0.06], [0.30, -0.18, 0.00], [0.11, 0.07, -0.01], [0.09, -0.03, -0.04], [-0.01, 0.01, -0.04], [-0.07, 0.57, 0.05], [0.04, 0.06, -0.01], [0.04, -0.45, -0.26], [0.14, -0.02, 0.23], [-0.10, 0.68, -0.21], [0.11, -0.11, 0.01], [-0.03, 0.06, 0.00], [0.04, 0.00, 0.04], [0.01, -0.03, -0.05], [-0.02, -0.05, -0.02], [-0.08, -0.08, 0.02], [0.02, -0.01, 0.07], [-0.06, 0.01, 0.00], [0.00, 0.00, -0.04], [0.10, 0.04, -0.04], [-0.22, 0.00, 0.07], [0.02, 0.08, -0.12], [0.00, -0.04, -0.05], [0.13, -0.02, -0.01], [-0.06, -0.10, 0.10], [-0.04, -0.24, 0.06], [0.54, -0.25, -0.09], [-0.26, -0.12, -0.04], [0.01, -0.09, -0.03], [0.11, -0.03, 0.04], [-0.04, 0.09, 0.04], [-0.03, 0.28, 0.20], [0.05, 0.08, -0.04], [-0.07, -0.06, -0.02], [0.04, 0.05, -0.08], [0.07, 0.21, -0.12], [0.01, -0.01, 0.07], [0.15, -0.07, 0.12], [-0.06, -0.02, 0.00], [-0.04, 0.10, 0.05], [0.03, -0.02, -0.12], [-0.07, -0.08, 0.01], [-0.02, 0.03, -0.09], [0.13, -0.02, 0.04], [-0.05, 0.09, 0.11], [0.16, -0.08, 0.09], [0.00, 0.05, -0.10], [0.02, 0.08, -0.09], [0.08, -0.08, 0.02], [-0.08, -0.10, -0.08], [0.03, 0.12, -0.13], [-0.08, 0.06, 0.08], [0.07, -0.07, 0.04], [-0.11, -0.13, -0.07], [0.10, -0.04, 0.03], [-0.10, 0.06, 0.10]],
  "lumo_energy_ev": [2.490, 2.490],
  "gap_ev": [5.7, 6.9],
  "total_charge": -1,
  "multiplicity": 2,
  "molar_mass_da": 681.281,
  "e_tot_ev": -129864.98787
}

Record 2
{
  "formula": "C9H15Cl2N2O",
  "method": "ωB97M-V/def2-TZVPD",
  "species": ["C", "C", "C", "C", "C", "C", "C", "C", "C", "N", "N", "O", "Cl", "Cl", "H", "H", "H", "H", "H", "H", "H", "H", "H", "H", "H", "H", "H", "H", "H"],
  "xyz": [[2.779203, 0.474656, 0.409465], [2.445687, 1.757719, 0.653936], [1.961971, -0.577384, -0.141550], [-0.211983, 0.299490, -0.466299], [3.357265, 2.920533, 0.748192], [2.563443, -1.907499, -0.455349], [-2.365844, -3.349424, 0.388835], [-4.094203, 1.941891, -1.108541], [-2.644151, 0.562714, -0.211555], [0.714015, -0.566055, -0.444637], [-1.407105, -0.105646, -0.089648], [-3.085562, 1.189415, -1.174237], [-0.076420, 1.824413, -1.366303], [-3.556986, 0.429032, 1.331222], [3.799150, 0.234735, 0.467059], [1.468008, 2.036312, 0.910688], [4.220519, 3.022068, 0.096695], [2.798819, 3.926555, 0.669437], [3.696253, 2.954110, 1.771659], [2.090657, -2.547245, 0.282059], [2.117840, -2.203428, -1.508102], [3.656474, -1.867459, -0.411860], [-3.361152, -3.591714, 0.528190], [-2.015795, -4.252949, -0.174198], [-2.001282, -3.119756, 1.329450], [-4.512860, 2.268340, -2.058593], [-4.723427, 1.833547, -0.125430], [-2.194256, -2.632532, -0.310938], [-1.418266, -0.954449, 0.460354]],
  "forces_ev_per_a": [[-0.71, 0.56, -0.47], [0.75, -0.18, -0.25], [0.65, -0.19, 0.20], [-0.05, 2.13, -1.82], [-0.69, 2.07, 0.35], [-0.58, 0.28, -1.92], [0.42, -3.16, -1.22], [-6.85, 3.88, 2.17], [2.34, -4.29, 6.96], [0.87, -0.79, 0.47], [-3.40, 2.00, -0.31], [4.00, -1.50, -4.77], [-0.29, -0.88, 0.66], [0.73, -0.16, -1.32], [1.38, -0.29, -0.32], [-1.58, 0.04, -0.18], [-0.01, -0.66, -0.12], [0.53, -1.69, -0.10], [0.48, 0.01, 0.58], [0.39, -0.60, 0.07], [1.29, 0.32, 2.10], [-0.36, -0.47, -0.08], [-2.37, 0.15, 0.04], [0.50, 0.45, 1.28], [1.44, 0.00, 1.73], [0.21, -0.09, 0.37], [1.08, 0.61, -2.39], [-0.02, 2.51, -1.85], [-0.16, -0.08, 0.14]],
  "lumo_energy_ev": [-4.588, -4.792],
  "gap_ev": [5.2, 8.7],
  "total_charge": 1,
  "multiplicity": 3,
  "molar_mass_da": 238.138,
  "e_tot_ev": -39635.26394
}

Record 3
{
  "formula": "C12H38F2N10O6Sr",
  "method": "ωB97M-V/def2-TZVPD",
  "species": ["Sr", "F", "F", "C", "C", "C", "O", "C", "N", "H", "H", "H", "H", "H", "H", "H", "H", "H", "H", "H", "C", "C", "C", "O", "C", "N", "H", "H", "H", "H", "H", "H", "H", "H", "H", "H", "H", "C", "O", "N", "N", "H", "H", "H", "H", "C", "O", "N", "N", "H", "H", "H", "H", "C", "O", "N", "N", "H", "H", "H", "H", "C", "O", "N", "N", "H", "H", "H", "H"],
  "xyz": [[0.878837, -0.529180, -0.001076], [2.571378, 0.794579, -1.255157], [0.049866, -2.625277, 1.080152], [-0.349489, 0.985439, -3.994534], [-0.042402, 1.986101, -2.893737], [-0.791506, 3.287456, -3.086915], [-0.607788, 4.214424, -2.034696], [-1.169214, 5.471529, -2.310828], [-0.425308, 1.395139, -1.567741], [0.343421, 0.148886, -3.859033], [-0.091605, 1.330864, -4.999846], [-1.361368, 0.575076, -3.984138], [1.045871, 2.072924, -2.811397], [-1.861567, 3.063486, -3.214498], [-0.400215, 3.800007, -3.978855], [-1.065196, 5.733455, -3.372658], [-0.687727, 6.286527, -1.778760], [-2.249289, 5.415837, -2.143030], [-1.170408, 0.730367, -1.766800], [-0.867264, 2.174610, -1.085588], [-1.250917, 2.944142, 2.690423], [-0.078808, 2.022003, 2.947234], [-0.497742, 0.864341, 3.882309], [0.422326, -0.191782, 3.985413], [0.020781, -1.142967, 4.919559], [0.512476, 1.543904, 1.671575], [-1.948599, 2.670485, 1.901594], [-0.851334, 3.927332, 2.426268], [-1.769319, 3.084747, 3.644344], [0.665762, 2.597186, 3.511077], [-1.412248, 0.404858, 3.467186], [-0.834797, 1.239925, 4.857017], [-0.306751, -0.737446, 5.888457], [0.845669, -1.788265, 5.232157], [-0.766415, -1.761364, 4.468647], [1.479948, 1.390120, 1.981466], [0.686037, 2.418108, 1.163493], [-1.254303, -2.409440, -2.175261], [-0.382936, -1.612757, -1.798446], [-1.731989, -2.423543, -3.451651], [-1.805775, -3.226593, -1.262422], [-1.284783, -1.784154, -4.080592], [-2.571715, -2.937282, -3.626561], [-2.657477, -3.702579, -1.485717], [-1.342117, -3.135967, -0.355382], [-2.579702, -0.626715, 1.177352], [-1.731966, -0.298121, 0.341435], [-2.355159, -1.734831, 1.952554], [-3.648738, 0.122974, 1.507720], [-2.995315, -1.987783, 2.678672], [-1.470042, -2.229007, 1.772656], [-4.255002, -0.061303, 2.282153], [-3.867795, 0.941321, 0.968951], [2.663787, -2.698858, -2.536484], [2.301624, -2.312052, -1.435417], [2.244920, -3.826705, -3.202956], [3.460837, -1.870259, -3.272427], [1.759565, -4.537423, -2.685308], [2.844870, -4.056677, -3.973100], [4.099153, -2.153523, -3.997518], [3.540084, -0.876461, -3.109591], [3.015941, -1.647257, 2.412703], [2.421728, -0.614004, 2.091104], [2.611138, -2.865566, 1.986164], [4.154034, -1.609963, 3.171801], [3.187600, -3.655701, 2.195993], [1.637720, -2.932387, 1.652275], [4.880543, -2.297869, 3.108950], [4.446176, -0.737088, 3.569267]],
  "forces_ev_per_a": [[0.75, 0.35, -0.67], [-0.43, -0.40, 0.20], [-0.19, -0.14, 0.05], [0.95, -0.47, -0.38], [0.06, -0.63, 1.27], [0.49, 0.57, -0.85], [0.58, -0.14, 0.63], [-0.55, -0.25, -0.95], [-0.62, 0.44, -0.99], [-0.19, -0.12, 0.25], [-0.31, 0.39, 0.06], [-0.15, 0.30, 0.07], [-0.05, 0.54, -0.26], [-0.03, 0.06, -0.07], [-0.30, -0.32, -0.28], [0.15, -0.13, -0.06], [-0.01, -0.30, 0.54], [-0.06, 0.38, 0.30], [-0.07, -0.02, 0.39], [0.07, -0.32, 0.52], [0.17, 0.76, 0.61], [-0.03, -0.91, 0.43], [-1.36, -0.56, -1.13], [0.91, 1.02, 0.53], [-0.18, -0.69, 0.40], [1.10, 1.31, 1.23], [0.09, -0.50, 0.08], [-0.10, 0.01, -0.10], [-0.29, 0.04, -0.21], [0.05, 0.08, -0.06], [-0.14, 0.24, -0.19], [0.50, 0.23, 0.16], [-0.34, 0.40, -0.30], [0.21, 0.03, -0.66], [-0.08, -0.06, 0.32], [-0.08, -0.82, -0.41], [-0.43, -0.29, -0.47], [0.57, 1.50, 1.01], [-0.39, -0.69, -1.60], [0.32, -0.29, 0.71], [0.21, -0.15, -0.33], [-0.33, 0.00, -0.27], [-0.01, 0.10, -0.61], [0.01, -0.32, 0.54], [-0.42, -0.28, 0.15], [2.19, -0.96, 0.97], [-1.25, 0.31, -0.09], [-0.48, 0.47, -0.58], [-1.05, 0.80, -0.33], [0.02, -0.16, 0.08], [0.19, 0.00, 0.06], [0.07, -0.30, 0.08], [0.23, -0.04, -0.10], [-0.19, 1.81, 0.61], [-0.44, -1.23, -0.08], [0.37, 0.42, 0.34], [1.10, 0.38, -1.32], [0.23, -0.10, 0.06], [-0.31, -0.55, -0.17], [-0.41, -0.52, -0.07], [-0.42, -0.12, 1.11], [-0.04, 0.16, -0.93], [0.22, -0.29, 0.45], [0.15, 0.46, 0.29], [0.41, 0.06, 0.61], [-0.27, -0.28, 0.08], [0.02, -0.21, -0.23], [-0.22, -0.27, -0.06], [-0.16, 0.25, -0.35]],
  "lumo_energy_ev": 0.528,
  "gap_ev": 8.4,
  "multiplicity": 1,
  "molar_mass_da": 544.116,
  "e_tot_ev": -46525.25950
}